Entry 1:
{
  "formula": "C7H7N",
  "method": "ωB97M-V/def2-TZVPD",
  "smiles": "C1=C[C@@H]2[C@@H]3C=C[C@@H]1N23",
  "gap_ha": 0.320,
  "homo_energy_ev": -7.853,
  "total_energy_ha": -325.39914,
  "relative_energy_kcal_mol": 162.9,
  "species": ["C", "C", "C", "C", "C", "C", "C", "H", "H", "H", "H", "H", "H", "H", "N"],
  "positions_angstrom": [[1.6211, 0.9894, 0.2259], [1.9523, -0.2212, -0.3724], [0.6668, -1.1753, -0.0439], [-0.9396, -1.0517, 0.0279], [-1.9798, -0.0468, -0.2669], [-1.3827, 1.1685, 0.0563], [0.0396, 0.8205, 0.2348], [2.1827, 1.8942, 0.4685], [3.0308, -0.4457, -0.7294], [0.8525, -2.1833, 0.3639], [-1.4189, -2.0073, 0.4013], [-2.9802, -0.1269, -0.6600], [-1.7336, 2.1524, 0.2006], [0.1412, 0.7020, -0.8668], [-0.0520, -0.4687, 0.9602]],
  "forces_ev_per_a": [[-0.26, -1.13, -1.01], [0.56, 1.52, 1.72], [1.33, -1.13, -0.15], [-1.51, -3.01, 0.39], [1.33, 3.97, 0.05], [-1.65, -1.22, 0.51], [1.78, 0.28, 0.13], [0.05, -0.54, -0.38], [-2.23, -0.19, 0.78], [0.77, 0.21, -0.93], [0.82, 0.70, -0.68], [0.01, -0.48, 0.18], [-0.93, 0.84, -0.52], [-0.52, -0.88, 0.23], [0.46, 1.06, -0.31]]
}


Entry 2:
{
  "formula": "C16H15N3S2",
  "method": "ωB97M-V/def2-TZVPD",
  "gap_ha": 0.142,
  "homo_energy_ev": -6.416,
  "total_energy_ha": -1579.22164,
  "relative_energy_kcal_mol": 0.0,
  "species": ["C", "C", "C", "C", "C", "S", "C", "C", "C", "S", "C", "C", "H", "H", "H", "H", "H", "H", "H", "H", "H", "H", "H", "C", "C", "C", "C", "C", "C", "N", "N", "N", "H", "H", "H", "H"],
  "positions_angstrom": [[-4.1264, -0.0026, 2.1964], [-3.4212, 1.2043, 2.3152], [-2.0322, 1.2014, 2.3267], [-1.3228, -0.0124, 2.2273], [0.1328, -0.0085, 2.1898], [0.9057, -1.5306, 2.0496], [2.6371, -1.2144, 2.5005], [3.1800, -0.0036, 1.7613], [2.6437, 1.2485, 2.4284], [0.8899, 1.5213, 2.0435], [-2.0380, -1.2235, 2.1344], [-3.4277, -1.2159, 2.1132], [-5.2136, 0.0036, 2.1627], [-3.9491, 2.1546, 2.3951], [-1.4823, 2.1402, 2.4212], [2.6681, -1.1121, 3.5931], [3.1531, -2.1327, 2.1953], [4.2708, -0.0042, 1.8139], [2.8797, -0.0324, 0.7083], [2.7238, 1.2244, 3.5230], [3.1325, 2.1487, 2.0357], [-1.4940, -2.1683, 2.0755], [-3.9612, -2.1630, 2.0294], [2.3426, -0.1533, 8.5762], [1.9644, -0.1114, 7.2324], [0.5972, -0.0954, 6.9420], [-0.3773, -0.1208, 7.9893], [0.0167, -0.1628, 9.3316], [1.3832, -0.1786, 9.6100], [-1.6177, -0.0961, 7.3804], [-1.4006, -0.0583, 6.0524], [-0.0925, -0.0572, 5.7445], [3.4001, -0.1670, 8.8452], [2.6487, -0.0898, 6.3878], [-0.7712, -0.1804, 10.0802], [1.7313, -0.2112, 10.6443]],
  "forces_ev_per_a": [[0.54, 0.04, -0.02], [0.08, -0.18, -0.08], [-0.13, -0.07, 0.03], [-0.17, 0.05, -0.23], [0.07, 0.00, -0.10], [-0.09, 0.30, 0.61], [-0.12, -0.24, -0.39], [0.09, 0.00, 0.43], [-0.08, 0.23, -0.29], [-0.13, -0.34, 0.50], [-0.17, 0.10, 0.03], [0.15, 0.14, -0.02], [0.22, -0.01, 0.08], [0.09, -0.32, 0.00], [-0.35, -0.31, 0.07], [0.08, -0.05, -0.29], [-0.16, 0.15, 0.16], [-0.04, 0.02, 0.02], [0.20, -0.01, 0.12], [0.10, 0.04, -0.30], [-0.16, -0.15, 0.19], [-0.33, 0.27, 0.07], [0.10, 0.32, 0.06], [0.15, 0.02, -0.72], [-0.14, -0.01, 0.41], [-1.30, 0.00, 0.00], [0.02, 0.05, -1.60], [0.21, 0.00, -0.10], [-0.63, 0.00, 0.11], [0.67, 0.02, -0.71], [0.90, -0.05, 1.34], [0.02, -0.01, 0.52], [-0.25, 0.00, -0.10], [0.32, -0.01, 0.30], [0.34, -0.01, 0.18], [-0.14, 0.01, -0.28]]
}